[1]
Computed, not measured: C5H10N2 in the gas phase, with ωB97M-V/def2-TZVPD.

The geometry in XYZ format:
```
17
Properties=species:S:1:pos:R:3:forces:R:3:lowdin_charge:R:1
C -1.07591 0.44926 0.14075 -2.6 -1.3 -1.3 -0.4480
C -0.66071 -0.95670 -0.11643 0.6 -0.2 2.2 -0.1245
C 0.86770 -0.99856 0.03887 0.0 -1.1 0.5 -0.2588
C -2.60682 0.67760 0.33153 1.7 -2.1 -2.8 -0.0002
C 2.55734 0.74641 -0.24569 -4.1 1.0 0.1 -0.1083
N -0.25977 1.33728 0.26742 4.8 0.9 0.8 0.2281
N 1.37719 0.26580 0.49046 -2.6 1.1 0.9 -0.0988
H -1.31635 -1.54936 0.54469 0.9 -0.3 0.0 0.1169
H -0.83501 -1.30150 -1.07656 -1.0 -0.3 -2.1 0.0914
H 1.18315 -1.93673 0.59183 -0.3 1.3 0.4 0.1318
H 1.32582 -1.21653 -0.89203 0.1 -0.2 -1.6 0.0754
H -2.91823 -0.35187 0.35577 -0.7 -0.4 1.3 0.0529
H -3.18765 0.92896 -0.55844 0.5 1.1 0.0 0.0844
H -2.69486 1.25251 1.18104 -1.0 1.2 1.7 0.0509
H 2.33367 0.66304 -1.30873 0.9 -0.2 -0.3 0.0807
H 2.59226 1.77383 0.05097 0.6 0.7 -0.1 0.0690
H 3.31819 0.21655 0.20455 2.2 -1.2 0.2 0.0571
```
Forces are in eV/Å.

Properties
* total charge: 0
* electronic energy: -305.877821 hartree
* energy above the lowest of the compared OMol25 structures with the same formula, charge and spin: 383.4 kJ/mol


[2]
Computed, not measured: a gas-phase ion, C5H10NS (charge +1), with ωB97M-V/def2-TZVPD.

The geometry in XYZ format:
```
17
Properties=species:S:1:pos:R:3:forces:R:3:lowdin_charge:R:1
C -0.67966 -1.58613 -0.72746 3.2 0.1 0.0 -0.0193
C -0.31265 -0.13759 -0.40034 -0.3 -2.4 3.2 -0.3275
C -1.45993 0.64805 0.05043 0.0 -0.8 0.9 0.0103
N -1.64918 1.86429 -0.31733 -0.8 -0.9 0.9 0.2678
C 0.55555 -0.26751 0.92662 -0.6 0.9 -0.2 -0.1385
C 1.86416 0.00264 0.90844 -1.1 -0.6 0.0 -0.5113
S 2.84067 0.21314 -0.47203 -2.5 -0.4 -2.9 0.8844
H -0.94462 -1.67590 -1.71582 -0.9 -0.2 -2.4 0.0631
H -1.45312 -1.90982 -0.14224 -1.9 -1.1 1.7 0.0570
H 0.21836 -2.25922 -0.60005 -1.0 0.8 0.1 0.1316
H 0.24296 0.28193 -1.15102 1.3 1.4 -1.8 0.0868
H -2.10115 0.08817 0.83730 0.7 1.7 -1.3 0.2057
H -2.27687 2.52528 0.02895 -2.1 0.3 1.7 0.1347
H -1.20570 2.39350 -0.99675 2.3 0.0 -2.0 0.1351
H 0.04371 -0.62417 1.84696 0.4 0.4 -0.8 0.1324
H 2.46656 -0.09407 1.76505 0.2 -0.2 1.3 0.0628
H 3.85092 0.53742 0.15929 3.0 1.0 1.7 -0.1754
```
Forces are in eV/Å.

Properties
* total charge: +1
* electronic energy: -649.134050 hartree
* structure (SMILES): C[C@@H](C=[NH2+])/C=C\S
* energy above the lowest of the compared OMol25 structures with the same formula, charge and spin: 239.8 kJ/mol


[3]
Computed, not measured: 2 unconnected molecules or ions with the total composition C10H16, with ωB97M-V/def2-TZVPD.

The geometry in XYZ format:
```
26
Properties=species:S:1:pos:R:3:forces:R:3:lowdin_charge:R:1
C 1.73007 -1.85392 1.72557 -1.7 -0.2 3.0 -0.0776
C 1.56149 -0.79814 0.69125 1.4 4.3 0.5 -0.2620
C 1.55380 0.65628 1.04835 0.0 -7.0 -2.1 -0.0278
C 1.69217 1.52774 0.03798 0.4 2.7 -0.3 -0.1500
C 1.83195 1.28306 -1.30132 0.3 -4.2 -1.5 -0.0548
C 1.80269 -0.16049 -1.67749 -0.3 6.3 -0.7 -0.0867
C 1.72559 -1.01176 -0.66319 -2.5 -5.2 0.0 -0.1463
H 2.49477 -2.62330 1.52895 -0.5 0.4 -0.2 0.0777
H 0.72237 -2.34797 2.07809 1.8 0.6 -1.1 0.1096
H 2.02229 -1.33785 2.71411 -0.1 -0.7 -1.5 0.0920
H 1.45632 0.80058 2.05529 -0.1 1.3 2.3 0.0746
H 1.78289 2.51717 0.39799 -0.1 1.4 -0.1 0.0935
H 1.96185 1.98247 -2.12457 -0.1 0.3 0.7 0.0978
H 1.65439 -0.33232 -2.74562 0.4 -0.7 0.5 0.1069
H 1.34269 -2.03502 -0.99089 1.4 0.7 0.5 0.1394
C -2.66569 0.36747 0.92030 1.9 -4.6 0.2 -0.1400
C -2.81830 0.65624 -0.57066 -1.7 -0.1 -0.1 -0.3371
C -1.58548 0.18207 -1.23662 0.6 -2.8 -2.2 -0.1572
H -2.87119 -0.77835 1.32616 0.9 2.2 -1.7 0.1289
H -3.38614 0.77912 1.49093 -2.1 2.3 2.0 0.0002
H -1.59144 0.59693 1.25405 -1.7 0.0 -0.3 0.0877
H -3.71527 0.23331 -1.16677 1.0 0.7 1.7 0.1289
H -2.90347 1.73595 -0.55657 -0.1 0.4 -0.6 0.0920
H -1.01156 -0.28903 -0.43302 0.5 -0.1 -0.8 0.0372
H -1.82137 -0.65633 -2.06082 0.6 1.7 1.8 0.1202
H -0.96542 0.90608 -1.74146 0.1 0.4 0.0 0.0531
```
Forces are in eV/Å.

Properties
* total charge: 0
* electronic energy: -390.525182 hartree
* structure (SMILES): Cc1ccccc1.CCC
* energy above the lowest of the compared OMol25 structures with the same formula, charge and spin: 290.6 kJ/mol


[4]
Computed, not measured: 2 unconnected molecules or ions with the total composition C5H9NO, with ωB97M-V/def2-TZVPD.

The geometry in XYZ format:
```
16
Properties=species:S:1:pos:R:3:forces:R:3:lowdin_charge:R:1
C 0.74027 0.38086 -1.78637 0.0 0.0 0.1 0.0245
N 0.66540 -0.03729 -0.56349 0.1 0.0 0.0 -0.2021
C 1.12195 -0.28786 0.65147 0.0 0.2 0.0 -0.0512
C -0.20192 -0.85519 0.28244 -0.2 -0.2 -0.1 -0.1565
C -1.52718 -0.26494 0.70838 -0.2 -0.1 0.0 -0.4012
O -2.48706 -0.99759 0.81667 0.3 0.3 0.0 0.0822
C -1.58017 1.20171 1.07215 -0.1 0.0 0.0 -0.0108
H 2.52973 -1.68250 -1.51195 0.1 -0.1 0.0 0.0445
H 1.57115 1.01505 -2.07009 -0.1 -0.1 0.1 0.0733
H -0.01272 0.06238 -2.49417 0.0 0.1 0.1 0.0761
H 2.54400 -1.65667 -0.76225 0.1 -0.1 -0.1 0.0289
H 1.48313 0.40360 1.39748 0.0 -0.1 -0.1 0.0995
H -0.27895 -1.91282 0.01907 0.0 0.1 0.1 0.1395
H -2.61327 1.46881 1.29714 0.1 0.0 -0.1 0.0851
H -0.96167 1.38965 1.95590 -0.1 0.0 -0.1 0.0863
H -1.19697 1.83141 0.26258 0.0 -0.1 0.1 0.0818
```
Forces are in eV/Å.

Properties
* total charge: 0
* electronic energy: -325.737960 hartree
* energy above the lowest of the compared OMol25 structures with the same formula, charge and spin: 524.0 kJ/mol


[5]
Computed, not measured: a molecular structure, C46H47F12N2O3PPbSi2, with ωB97M-V/def2-TZVPD.

The geometry in XYZ format:
```
114
Properties=species:S:1:pos:R:3:forces:R:3:lowdin_charge:R:1
Pb 0.97196 0.53220 -0.68725 0.9 -0.5 1.2 1.3681
C 4.94346 -2.38553 4.40963 -0.2 0.0 0.1 -0.0837
C 4.14594 -1.35479 3.64939 -0.4 0.0 0.1 -0.2865
C 3.23148 -0.50863 4.31112 0.9 -0.5 -0.6 -0.0682
C 2.47835 0.39725 3.59799 0.2 -0.3 -0.5 -0.0477
C 2.51926 0.43192 2.17661 0.2 -0.4 0.0 -0.2284
N 1.57407 1.12574 1.49875 0.0 0.4 -0.8 -0.0919
C 0.51312 1.82856 2.05151 0.0 0.3 0.2 -0.2568
C -0.32397 1.22454 3.01359 0.1 0.9 0.0 -0.0570
C -1.37915 1.93366 3.57641 0.1 0.9 -0.7 -0.0583
C -1.65243 3.25080 3.16316 0.2 -0.4 0.1 -0.2783
C -2.75672 4.04229 3.80821 -0.2 -0.3 -0.1 -0.0734
C -0.87143 3.85154 2.15670 -0.2 -0.9 0.5 0.0053
C 0.19259 3.16855 1.58269 0.4 -0.5 0.0 -0.0382
C 0.97080 3.73670 0.35312 -0.4 -0.1 0.4 -0.3483
O 0.78813 2.90514 -0.70405 0.3 0.9 0.3 -0.2913
C 2.52270 4.01011 0.76271 -0.7 -1.5 -0.5 -0.4444
F 2.77085 5.33143 0.99304 0.6 -0.8 0.0 0.1051
F 2.86495 3.33728 1.91278 0.1 1.4 -1.2 0.1068
F 3.29144 3.57635 -0.27269 -0.4 1.0 1.3 0.1211
C 0.45523 5.20229 -0.07783 0.1 -1.1 0.3 -0.4372
F -0.82621 5.13179 -0.58678 1.7 0.8 0.6 0.0856
F 1.27934 5.64121 -1.07086 -1.1 0.3 0.7 0.1238
F 0.44531 6.13124 0.96558 -0.3 -0.6 -1.7 0.0733
C 3.59609 -0.31901 1.50524 -0.4 0.4 0.2 -0.0534
C 4.32955 -1.22527 2.25974 -0.5 0.4 1.2 -0.0301
C 4.15179 0.02500 0.08254 -0.8 -0.4 0.4 -0.3477
O 3.23867 0.54735 -0.78678 1.5 -0.1 0.1 -0.3192
C 4.83111 -1.27214 -0.61139 -1.3 0.2 0.9 -0.4397
F 6.09320 -1.53159 -0.13258 -0.8 -0.3 -1.1 0.0915
F 4.06158 -2.41396 -0.34804 1.5 1.6 -0.9 0.0779
F 4.88573 -1.07163 -1.94903 0.3 -0.8 1.1 0.1264
C 5.35186 1.02674 0.39951 -1.2 -0.5 -0.4 -0.4652
F 6.26917 0.48556 1.27857 -0.4 1.2 -1.2 0.1022
F 5.94460 1.33994 -0.79891 0.3 0.1 1.3 0.1154
F 4.87447 2.15395 0.96548 1.1 -0.9 -0.4 0.1376
H 4.64103 -2.43040 5.46486 0.0 -0.1 -0.2 0.0635
H 6.00810 -2.17051 4.38625 0.3 0.1 0.0 0.0607
H 4.82944 -3.37240 3.95790 -0.1 -0.1 0.1 0.0645
H 3.14551 -0.57928 5.39181 0.0 0.1 0.0 0.0937
H 1.77549 1.06156 4.08551 0.2 -0.1 0.1 0.0963
H -0.05379 0.24461 3.38281 -0.2 -0.1 -0.2 0.0964
H -2.00705 1.47772 4.32791 -0.1 -0.1 0.2 0.0943
H -3.36936 3.41854 4.46324 0.0 0.0 0.0 0.0675
H -3.41456 4.46090 3.05204 -0.1 0.2 -0.1 0.0486
H -2.36871 4.85799 4.40256 0.2 0.3 0.2 0.0656
H -1.13439 4.85200 1.83006 0.0 -0.2 0.1 0.1077
H 5.11084 -1.82775 1.80415 -0.2 0.2 0.1 0.1120
O 1.74334 1.29007 -3.72122 -1.6 -0.1 1.1 -0.0670
N 0.39476 1.07806 -3.18326 0.9 0.7 -2.5 -0.0590
C -0.46788 1.38986 -4.08045 1.7 0.0 0.5 -0.1235
C -1.89249 1.17216 -3.98787 -1.6 -0.5 0.6 -0.1908
C -2.60314 1.34164 -5.19970 0.3 0.3 0.3 -0.0444
C -3.97354 1.17459 -5.28746 -0.3 -0.5 1.2 -0.0748
C -4.67425 0.81625 -4.10926 0.5 0.3 -0.6 -0.0668
C -4.00179 0.67002 -2.90223 -0.2 0.2 -1.0 -0.1030
C -2.61385 0.80392 -2.81548 -0.7 0.4 -1.3 -0.3086
P -1.98185 0.70283 -1.14515 1.0 -0.2 0.9 1.0271
C -2.72278 -0.80460 -0.45857 -0.6 -0.8 -0.2 -0.3358
C -3.25272 -1.83868 -1.27014 0.0 0.5 0.9 -0.0844
C -3.84663 -2.94280 -0.66847 0.1 0.0 0.4 -0.0957
C -3.88556 -3.09119 0.72860 0.4 0.8 -0.4 -0.1032
C -3.31075 -2.09612 1.52713 -0.1 -0.1 -0.4 -0.0795
C -2.73005 -0.97016 0.93935 -0.4 -0.2 -0.6 -0.1161
C -2.94852 2.04415 -0.42209 -1.1 0.4 -0.2 -0.3323
C -3.94335 1.91059 0.56283 0.4 0.6 -0.6 -0.0764
C -4.67045 3.02941 0.94099 -0.1 0.7 0.0 -0.1079
C -4.46901 4.28884 0.35072 0.7 -0.9 -0.4 -0.0935
C -3.50043 4.40327 -0.66207 -0.4 -0.5 0.5 -0.0838
C -2.76261 3.28569 -1.04759 -0.1 0.1 0.5 -0.0982
H 2.33971 1.20057 -2.93999 -0.3 0.0 -0.3 0.0598
H -0.13029 1.82432 -5.02372 0.2 -0.1 0.1 0.1293
H -2.02226 1.65768 -6.06478 -0.2 -0.1 0.0 0.1051
H -4.51018 1.30847 -6.22194 0.1 0.0 0.1 0.0942
H -5.74355 0.67310 -4.13140 -0.2 0.1 -0.1 0.0918
H -4.58108 0.48050 -2.00447 0.1 -0.1 -0.1 0.1114
H -3.24684 -1.74376 -2.35147 0.0 -0.1 0.2 0.0914
H -4.28041 -3.70730 -1.29590 0.0 -0.1 -0.1 0.0945
H -4.33118 -3.96864 1.17709 0.0 0.0 0.0 0.0933
H -3.31255 -2.19469 2.60857 0.0 0.0 -0.1 0.1033
H -2.34995 -0.16721 1.55458 0.3 -0.1 0.2 0.0876
H -4.16844 0.95400 1.00484 0.1 0.0 0.1 0.0875
H -5.40264 2.93452 1.73531 -0.1 0.0 0.0 0.0953
H -5.02606 5.15116 0.69100 0.0 0.0 0.0 0.0890
H -3.28559 5.35635 -1.12220 -0.1 0.1 0.0 0.0948
H -1.98791 3.39735 -1.80501 -0.1 -0.1 0.2 0.1078
C -0.47500 -2.10439 -3.86740 -0.1 0.1 -0.4 -0.1881
Si 0.45331 -3.18126 -2.66562 0.6 0.1 2.7 0.3288
C -0.53662 -4.78548 -2.67352 0.2 -0.2 -0.5 -0.2008
C 2.09393 -3.57331 -3.47944 0.0 -0.3 -0.6 -0.1983
C 0.79418 -2.51247 -0.96207 -0.6 -0.7 -0.2 -0.4150
Si 0.66263 -3.47130 0.63255 0.0 1.2 -2.0 0.3695
C 0.27926 -2.36343 2.11009 0.0 -0.5 0.2 -0.1702
C 2.22122 -4.45082 1.02666 -0.3 -0.2 0.5 -0.1897
C -0.65660 -4.81156 0.66649 0.3 -0.1 0.5 -0.1972
H -0.84243 -2.70003 -4.70741 -0.1 0.0 -0.1 0.0242
H 0.21528 -1.37770 -4.27476 0.1 0.4 -0.1 0.0122
H -1.30745 -1.57382 -3.40876 0.0 0.0 0.0 -0.0046
H -0.72776 -5.01056 -3.72399 -0.2 -0.2 -0.2 0.0092
H -1.48707 -4.73160 -2.16372 -0.3 0.1 0.2 0.0019
H 0.01510 -5.62801 -2.26765 0.2 -0.1 0.2 0.0154
H 1.89905 -4.02951 -4.45543 0.2 -0.1 -0.2 0.0111
H 2.70306 -4.25789 -2.88721 -0.1 0.0 0.1 0.0220
H 2.68831 -2.67852 -3.63646 0.1 0.3 0.0 0.0180
H 1.78506 -2.04470 -0.99454 0.1 -0.1 0.0 -0.0932
H -0.37573 -2.90148 2.79394 -0.1 -0.1 0.3 0.0177
H 1.19143 -2.13468 2.64007 0.4 0.3 0.3 0.0139
H -0.22039 -1.44060 1.86109 -0.1 0.3 -0.3 -0.0144
H 2.99160 -3.85519 1.50086 0.2 0.2 0.0 0.0008
H 2.62859 -4.94051 0.14992 0.1 0.0 -0.3 0.0178
H 1.91053 -5.22667 1.72663 0.2 -0.3 0.3 0.0103
H -1.62962 -4.51061 0.33028 -0.5 0.2 -0.3 -0.0118
H -0.73736 -5.11612 1.71041 -0.1 -0.1 0.2 0.0178
H -0.32312 -5.68153 0.12286 0.0 -0.3 -0.4 0.0082
```
Forces are in eV/Å.

Properties
* total charge: -2
* electronic energy: -4427.962344 hartree


Please write out number 3 again, unchanged.
Computed, not measured: 2 unconnected molecules or ions with the total composition C10H16, with ωB97M-V/def2-TZVPD.

The geometry in XYZ format:
```
26
Properties=species:S:1:pos:R:3:forces:R:3:lowdin_charge:R:1
C 1.73007 -1.85392 1.72557 -1.7 -0.2 3.0 -0.0776
C 1.56149 -0.79814 0.69125 1.4 4.3 0.5 -0.2620
C 1.55380 0.65628 1.04835 0.0 -7.0 -2.1 -0.0278
C 1.69217 1.52774 0.03798 0.4 2.7 -0.3 -0.1500
C 1.83195 1.28306 -1.30132 0.3 -4.2 -1.5 -0.0548
C 1.80269 -0.16049 -1.67749 -0.3 6.3 -0.7 -0.0867
C 1.72559 -1.01176 -0.66319 -2.5 -5.2 0.0 -0.1463
H 2.49477 -2.62330 1.52895 -0.5 0.4 -0.2 0.0777
H 0.72237 -2.34797 2.07809 1.8 0.6 -1.1 0.1096
H 2.02229 -1.33785 2.71411 -0.1 -0.7 -1.5 0.0920
H 1.45632 0.80058 2.05529 -0.1 1.3 2.3 0.0746
H 1.78289 2.51717 0.39799 -0.1 1.4 -0.1 0.0935
H 1.96185 1.98247 -2.12457 -0.1 0.3 0.7 0.0978
H 1.65439 -0.33232 -2.74562 0.4 -0.7 0.5 0.1069
H 1.34269 -2.03502 -0.99089 1.4 0.7 0.5 0.1394
C -2.66569 0.36747 0.92030 1.9 -4.6 0.2 -0.1400
C -2.81830 0.65624 -0.57066 -1.7 -0.1 -0.1 -0.3371
C -1.58548 0.18207 -1.23662 0.6 -2.8 -2.2 -0.1572
H -2.87119 -0.77835 1.32616 0.9 2.2 -1.7 0.1289
H -3.38614 0.77912 1.49093 -2.1 2.3 2.0 0.0002
H -1.59144 0.59693 1.25405 -1.7 0.0 -0.3 0.0877
H -3.71527 0.23331 -1.16677 1.0 0.7 1.7 0.1289
H -2.90347 1.73595 -0.55657 -0.1 0.4 -0.6 0.0920
H -1.01156 -0.28903 -0.43302 0.5 -0.1 -0.8 0.0372
H -1.82137 -0.65633 -2.06082 0.6 1.7 1.8 0.1202
H -0.96542 0.90608 -1.74146 0.1 0.4 0.0 0.0531
```
Forces are in eV/Å.

Properties
* total charge: 0
* electronic energy: -390.525182 hartree
* structure (SMILES): Cc1ccccc1.CCC
* energy above the lowest of the compared OMol25 structures with the same formula, charge and spin: 290.6 kJ/mol